No. 1
This record from the OMol25 dataset describes C8H24BF4LiN2O3 as an isolated structure at a distorted geometry. The level of theory is wB97M-V/def2-TZVPD.

Output
Energy relative to the best compared isomer or geometry (same formula, charge and spin) = 19.9 kcal/mol
HOMO level = -9.481 eV
E_LUMO = -0.0365 Eh
HOMO-LUMO gap = 8.49 eV

ORCA input file:
```
! RIJCOSX wB97M-V def2-TZVPD def2/J DEFGRID3
* xyz 0 1
F -1.943 -1.959 6.306
F -1.909 -3.145 4.508
F -2.892 -1.186 4.528
F -0.608 -1.366 4.603
O -3.738 1.891 0.783
O 0.120 -2.920 -2.998
O 1.697 2.527 2.024
N -0.224 4.071 3.624
N 0.748 -4.206 -6.478
C -1.325 -4.480 -5.332
C 2.846 1.772 1.781
C 0.544 4.568 2.484
C 1.852 3.867 2.519
C 0.663 -3.831 -4.035
C 0.649 6.122 2.669
C -0.047 -3.688 -5.335
C 0.034 -3.396 -1.665
B -1.802 -1.882 4.923
Li -1.255 1.192 2.727
H -1.707 -4.560 -4.314
H -0.250 6.695 2.442
H 1.016 -3.586 -1.230
H 1.743 -3.756 -4.159
H 2.633 4.399 1.975
H 1.468 6.532 2.078
H 2.801 0.699 1.968
H -4.441 2.357 1.236
H 0.934 6.399 3.684
H 1.574 -3.661 -6.681
H 3.028 1.812 0.707
H -2.044 -3.978 -5.980
H 0.391 4.243 4.407
H -0.005 4.503 1.545
H -1.199 -5.495 -5.709
H 3.727 2.083 2.343
H -0.463 -4.360 -1.768
H -0.910 4.777 3.849
H -0.229 -2.618 -5.439
H -4.154 1.531 0.000
H 2.205 3.793 3.548
H -0.484 -2.644 -1.069
H 0.789 -4.880 -3.767
H 0.168 -4.236 -7.304
*
```



No. 2
This record from the OMol25 dataset describes C23H19CoN4O2 as an isolated structure at a distorted geometry. The level of theory is wB97M-V/def2-TZVPD.

Output
Energy relative to the best compared isomer or geometry (same formula, charge and spin) = 13.6 kcal/mol
HOMO level (alpha / beta) = -10.633 / -10.705 eV
E_LUMO (alpha / beta) = -0.1292 / -0.1290 Eh
Expectation value of S² = 0.84
HOMO-LUMO gap (alpha / beta) = 7.12 / 7.19 eV

ORCA input file:
```
! RIJCOSX wB97M-V def2-TZVPD def2/J DEFGRID3
* xyz 1 2
Co -0.114 -0.021 -1.100
O -0.090 1.816 -1.596
O 1.814 -0.001 -1.484
N -0.301 -7.433 -1.169
N -0.297 -2.100 -1.007
N -0.360 0.260 0.980
N -2.317 0.124 -0.961
C -3.995 0.018 0.825
C 0.834 2.676 -1.370
C 0.166 -2.826 0.014
C -1.995 0.127 2.769
C 3.165 3.364 -1.111
C -0.938 0.117 3.702
C 0.599 0.284 1.878
C -4.329 0.004 2.186
C 1.416 5.006 -0.977
C 0.261 -4.202 -0.013
C 2.620 0.945 -1.317
C 2.230 2.328 -1.290
C -2.685 0.112 0.422
C -0.630 -2.745 -2.130
C 0.355 0.197 3.254
C 0.473 4.039 -1.193
C -1.652 0.181 1.390
C -0.215 -6.292 -1.183
C -0.156 -4.877 -1.164
C -3.353 0.057 3.143
C 2.774 4.669 -0.932
C -0.574 -4.118 -2.259
C 4.055 0.569 -1.064
H 0.442 -2.277 0.902
H -0.881 -4.595 -3.176
H 4.691 0.929 -1.868
H 4.215 3.119 -1.120
H 1.612 0.370 1.503
H 4.414 0.991 -0.129
H -4.781 -0.041 0.087
H -0.575 4.291 -1.252
H 1.187 0.186 3.937
H -3.602 0.041 4.195
H -5.367 -0.053 2.473
H -2.353 1.076 -1.327
H 4.121 -0.513 -1.020
H -0.980 -2.130 -2.948
H 3.509 5.437 -0.742
H -1.160 0.035 4.756
H -2.980 -0.428 -1.502
H 0.616 -4.750 0.845
H 1.113 6.036 -0.855
*
```



no.,calculated total energy (Ha)
1,-1086.41539
2,-2639.98279